No. 1
The following is a DFT calculation (ωB97M-V/def2-TZVPD) of 10 unconnected molecules or ions with the total composition C40H71F3O20.

**E**: -3371.0782 Eh
**Molar mass**: 928.98 Da
**HOMO energy**: -9.527 eV
**Net charge**: 0
**LUMO**: 0.3035 eV
**Frontier orbital gap**: 0.36125 Ha
**SMILES**: CCOC(=O)C(F)(F)F.O=C1CCCO1.O=C1CCCO1.O=C1CCCO1.O=C1CCCO1.O=C1CCCO1.O=C1CCCO1.COCCOC.COCCOC.COCCOC

Structure (XYZ):
```
134
Properties=species:S:1:pos:R:3:forces:R:3:lowdin_charge:R:1
C 24.4896 -4.9542 19.3587 0.61 -0.44 -0.40 -0.102
O 24.2716 -5.6853 20.5411 -0.30 0.26 -0.21 -0.213
C 24.5393 -4.9354 21.7010 0.18 -0.94 0.83 -0.206
C 24.2394 -5.8165 22.9353 0.02 0.66 -0.67 -0.199
O 24.9712 -7.0138 22.9854 -0.22 0.26 -0.20 -0.156
C 24.5794 -8.0230 22.0740 0.66 -0.85 -0.01 -0.096
H 23.8645 -4.0614 19.3001 0.01 0.11 0.00 0.086
H 24.3076 -5.6028 18.5005 -0.48 -0.07 0.17 0.082
H 25.5526 -4.7086 19.2409 -0.03 0.43 0.29 0.091
H 23.9091 -4.0405 21.7488 0.08 0.17 -0.02 0.121
H 25.6010 -4.6733 21.7634 0.04 0.26 -0.27 0.128
H 23.1541 -5.9661 22.9736 -0.01 -0.38 0.09 0.107
H 24.5402 -5.2466 23.8151 -0.09 0.02 0.06 0.125
H 23.5135 -8.2572 22.1005 -0.06 0.23 0.14 0.079
H 25.1274 -8.9060 22.4036 -0.22 -0.07 0.07 0.071
H 24.8945 -7.8670 21.0428 -0.14 0.46 0.05 0.085
C 25.1088 -9.0959 16.3848 0.01 1.59 0.52 -0.123
O 24.5261 -9.4055 15.1641 -0.56 -1.38 -0.92 -0.200
C 24.2126 -8.3815 14.2474 1.17 0.50 0.14 -0.182
C 23.1124 -7.4794 14.7498 -0.23 -0.11 0.38 -0.228
O 22.9565 -6.3965 13.8719 0.14 0.49 -0.56 -0.168
C 21.9346 -5.5258 14.2978 -0.22 -0.79 1.52 -0.109
H 24.4181 -8.5036 17.0039 0.00 -0.36 0.22 0.078
H 25.9910 -8.4423 16.2867 0.11 -0.27 -0.23 0.093
H 25.3968 -10.0030 16.9122 -0.12 -0.10 -0.20 0.091
H 23.9971 -8.7994 13.2648 -0.38 -0.47 0.25 0.130
H 25.1386 -7.8216 14.0575 -0.13 0.46 0.18 0.129
H 23.3561 -7.1327 15.7620 0.04 0.19 -0.03 0.111
H 22.1705 -8.0287 14.8738 -0.02 -0.13 -0.16 0.124
H 21.9378 -4.5601 13.8067 0.16 -0.18 -0.45 0.087
H 22.0518 -5.3663 15.3817 0.13 0.35 -0.06 0.083
H 20.9624 -6.0351 14.2617 -0.13 0.20 -0.52 0.080
C 15.0648 -6.6456 22.0761 -0.73 0.20 0.68 -0.115
O 16.0222 -5.6214 22.1797 0.24 -0.17 -0.14 -0.182
C 17.0905 -5.7641 21.2546 -0.24 0.47 0.13 -0.190
C 18.3027 -5.1096 21.8940 1.04 -0.37 0.32 -0.184
O 19.4032 -5.1256 21.0007 -0.74 0.18 -1.36 -0.218
C 20.6930 -4.8814 21.5017 -0.69 -0.15 0.79 -0.104
H 15.4995 -7.6205 22.3101 0.03 -0.11 -0.23 0.085
H 14.4958 -6.6648 21.1413 0.48 -0.02 -0.34 0.091
H 14.3053 -6.4302 22.8313 0.16 -0.06 0.14 0.088
H 16.7966 -5.2676 20.3265 0.27 -0.07 -0.22 0.124
H 17.2888 -6.8194 21.0496 0.06 -0.06 -0.01 0.115
H 18.6088 -5.7053 22.7634 -0.36 0.13 0.27 0.131
H 18.0927 -4.0838 22.2086 -0.17 -0.01 0.07 0.131
H 20.6866 -4.1180 22.2906 0.00 0.07 -0.09 0.094
H 21.3046 -4.5327 20.6732 0.17 -0.27 0.04 0.088
H 21.0439 -5.8170 21.9538 0.51 0.16 -0.12 0.072
O 16.9401 -7.1859 17.3821 -0.15 -0.15 0.37 0.098
C 17.2810 -6.0942 17.0238 0.15 -0.37 -0.65 -0.476
O 16.7799 -4.9717 17.5620 -0.16 0.35 0.01 0.034
C 17.2971 -3.8008 16.8944 0.14 -0.17 0.00 -0.132
C 18.0091 -4.3113 15.6672 1.39 -0.13 -1.43 -0.151
C 18.3012 -5.7850 15.9334 -0.83 0.30 1.46 -0.058
H 17.9856 -3.2919 17.5673 -0.17 0.04 0.15 0.129
H 16.4805 -3.1485 16.5967 -0.15 0.00 0.42 0.126
H 18.9604 -3.8049 15.4860 -0.15 0.25 0.17 0.113
H 17.4464 -4.1480 14.7470 -0.28 -0.21 0.15 0.117
H 19.2458 -5.9448 16.4629 0.20 -0.01 -0.39 0.110
H 18.1939 -6.5153 15.1400 0.12 0.28 -0.15 0.098
O 16.5077 -14.6240 19.9184 0.00 0.07 0.25 0.123
C 16.5714 -13.4279 19.9560 -0.49 -0.29 -1.02 -0.499
O 17.1615 -12.7514 20.9334 0.80 0.48 1.00 0.034
C 17.1883 -11.3399 20.6753 -0.57 0.61 0.21 -0.155
C 16.1033 -11.0963 19.6235 0.13 -0.42 0.09 -0.128
C 16.0845 -12.4464 18.9239 -0.37 0.01 -0.98 -0.082
H 18.1861 -11.0111 20.3823 0.07 -0.37 -0.31 0.109
H 16.9514 -10.8026 21.5938 0.05 -0.27 0.11 0.109
H 16.2862 -10.2281 18.9947 0.13 -0.10 -0.12 0.102
H 15.1426 -10.9560 20.1227 0.03 0.10 0.06 0.118
H 16.7728 -12.5267 18.0790 0.19 0.26 0.15 0.108
H 15.1193 -12.7196 18.4989 -0.06 -0.13 0.28 0.129
O 22.2154 -14.9092 16.0725 -0.09 -0.16 -0.07 0.118
C 22.1900 -13.7820 16.4667 0.03 0.38 -0.75 -0.486
O 22.7300 -13.4154 17.6378 0.03 -0.14 0.28 0.022
C 22.4091 -12.0402 17.9532 0.13 -0.69 -0.25 -0.126
C 22.1630 -11.3832 16.5876 0.28 0.06 0.64 -0.140
C 21.6510 -12.5365 15.7587 -0.45 -0.09 -0.06 -0.071
H 23.3041 -11.6864 18.4602 -0.30 0.38 0.21 0.123
H 21.5432 -12.1106 18.6133 0.02 0.47 0.02 0.118
H 23.1338 -11.0275 16.2491 -0.19 0.19 -0.33 0.095
H 21.4391 -10.5714 16.6283 0.19 0.16 0.11 0.099
H 21.9187 -12.4948 14.7049 0.27 -0.23 0.06 0.125
H 20.5583 -12.5270 15.7823 -0.02 -0.33 0.16 0.107
O 20.7685 -7.4931 17.2620 -0.08 -0.26 -0.30 0.085
C 20.6034 -8.0771 18.3033 0.04 1.17 0.40 -0.466
O 21.6246 -8.6449 18.9531 0.54 -0.50 -0.16 0.042
C 21.1608 -9.3102 20.1458 0.16 -0.42 0.30 -0.132
C 19.9166 -8.5619 20.5045 -0.74 -0.16 0.30 -0.138
C 19.3582 -8.1622 19.1499 -0.18 -0.31 0.27 -0.057
H 21.9105 -9.2832 20.9330 0.23 0.12 -0.29 0.106
H 20.9655 -10.3627 19.9269 0.00 0.07 -0.14 0.116
H 20.1590 -7.6606 21.0686 -0.04 -0.05 0.06 0.102
H 19.2161 -9.1745 21.0722 0.12 0.10 0.16 0.100
H 18.7953 -7.2408 19.2631 0.12 0.14 -0.64 0.102
H 18.7165 -8.9282 18.7031 -0.09 0.03 0.11 0.120
O 21.9737 -11.4874 22.6429 -0.41 0.14 0.09 0.122
C 22.8730 -11.5728 23.4263 0.28 -0.46 -1.09 -0.498
O 23.6720 -10.5281 23.6794 0.51 0.70 -0.26 0.005
C 24.8234 -10.8872 24.4567 -0.87 -0.18 1.04 -0.146
C 24.7898 -12.3998 24.5602 -0.50 -1.05 0.10 -0.135
C 23.3590 -12.7896 24.1651 -0.17 0.67 -0.09 -0.061
H 24.6226 -10.4578 25.4416 0.50 0.18 -0.03 0.117
H 25.7487 -10.5015 24.0396 -0.20 0.22 -0.20 0.123
H 24.9776 -12.7666 25.5681 0.47 0.12 -0.07 0.114
H 25.4619 -12.8762 23.8474 0.20 0.06 0.18 0.118
H 22.6301 -12.8520 24.9778 0.33 -0.44 0.22 0.108
H 23.3040 -13.6681 23.5306 -0.19 -0.03 0.08 0.132
O 18.6612 -11.3221 17.0695 0.10 -0.03 0.02 0.101
C 18.0830 -10.6216 16.2802 0.79 -0.05 -0.01 -0.487
O 16.7615 -10.4761 16.3134 -0.44 0.49 0.11 0.031
C 16.3062 -9.4408 15.4084 -0.22 -0.96 -0.84 -0.114
C 17.4876 -9.1795 14.4684 0.75 0.18 -0.15 -0.133
C 18.7041 -9.7921 15.1664 -0.70 0.37 0.43 -0.055
H 15.9165 -8.6006 15.9754 0.35 -0.02 0.02 0.102
H 15.5060 -9.9038 14.8318 -0.22 0.14 0.16 0.123
H 17.6715 -8.1254 14.2679 -0.32 -0.08 -0.09 0.087
H 17.4126 -9.6967 13.5125 -0.58 0.16 -0.02 0.115
H 19.3164 -9.0138 15.6260 0.26 -0.21 0.04 0.108
H 19.2848 -10.4049 14.4836 0.25 -0.07 0.24 0.125
C 22.0098 -11.1445 27.2246 -0.02 -1.03 -0.81 -0.055
C 20.5010 -11.1222 26.9745 1.26 0.87 1.43 -0.210
O 20.2257 -11.5545 25.6583 -0.06 0.03 -0.75 0.034
C 18.9328 -11.6277 25.3306 0.58 -0.10 0.34 -0.383
O 18.0279 -11.4739 26.0817 -0.64 0.17 0.24 0.193
C 18.7568 -11.9394 23.8448 -0.19 -0.60 -1.34 -0.531
F 19.4543 -13.0142 23.4589 0.16 0.25 0.39 0.176
F 17.4834 -12.1869 23.5374 0.09 0.26 0.69 0.168
F 19.1514 -10.8928 23.0959 0.05 0.04 0.30 0.148
H 22.2396 -10.7218 28.1986 0.00 0.04 0.00 0.085
H 22.5365 -10.6064 26.4335 -0.15 0.36 0.16 0.067
H 22.4101 -12.1610 27.1587 -0.08 -0.02 0.32 0.075
H 20.2803 -10.0633 27.1448 -0.86 -0.15 -0.48 0.134
H 19.9643 -11.7105 27.7171 -0.09 -0.09 -0.17 0.131
```
Forces are in eV/Å.



No. 2
The following is a DFT calculation (ωB97M-V/def2-TZVPD) of a molecular structure, C40H72BBr2FIN3O18PS.

**E**: -9395.5906 Eh
**Molar mass**: 1262.58 Da
**HOMO energy**: -11.175 eV
**Net charge**: +1
**LUMO**: -2.8561 eV
**Frontier orbital gap**: 0.30572 Ha

Structure (XYZ):
```
140
Properties=species:S:1:pos:R:3:forces:R:3:lowdin_charge:R:1
C -0.4759 -0.5809 5.3940 0.59 1.13 -1.10 -0.048
C -1.5541 0.3921 4.7287 1.19 -0.95 3.18 -0.292
O -1.8725 -0.1611 3.4635 0.02 1.48 -1.08 -0.239
C -2.4960 0.7561 2.5316 0.57 -1.15 0.55 -0.622
Br -4.3404 0.7629 3.3672 0.03 0.65 -0.71 0.959
C -2.4115 -0.1014 1.1839 1.42 -0.57 1.02 -0.083
B -3.3304 -1.4279 1.2731 -1.83 -2.87 -0.45 -0.424
O -4.7556 -1.4936 1.2379 1.60 1.46 0.71 0.029
C -2.6601 -2.9083 1.3225 0.57 0.77 0.16 -0.135
C -1.8852 -3.2191 2.6647 1.19 -0.05 -0.91 -0.096
N -2.3586 0.6897 -0.1156 0.56 -0.09 0.35 -0.072
C -2.0910 -0.2420 -1.2666 1.63 -2.35 -1.89 -0.074
C -3.1635 -0.8910 -2.1803 -0.97 0.02 -1.61 -0.110
C -4.6417 -1.1627 -1.7987 -0.68 -0.93 -0.80 -0.226
O -4.7510 -2.5783 -1.4679 -0.52 1.31 0.67 -0.085
C -3.5731 1.5495 -0.1324 -1.42 2.40 0.85 -0.127
C -4.3280 2.0201 -1.3860 -0.68 0.30 -0.79 -0.744
O -4.1236 1.9449 -2.5501 0.84 -0.49 1.13 -0.004
I -6.1732 3.1391 -0.9114 0.65 -0.40 0.43 0.874
C -1.0942 1.5564 -0.0431 3.38 1.75 0.75 -0.300
F 0.0672 0.7612 -0.1973 -2.25 -0.14 -0.72 -0.049
C -1.0056 2.6315 -1.1841 -1.70 -0.67 -2.12 -0.060
C 0.2291 2.6803 -2.1291 2.87 2.08 -1.79 -0.139
C 0.9793 1.5838 -2.7244 -0.29 -0.16 0.17 -0.047
C 2.0934 1.6911 -3.6374 -0.20 2.19 0.18 -0.062
C 2.5603 3.0127 -4.0601 -2.38 -0.16 1.94 -0.051
C 1.8107 4.1518 -3.5384 -0.16 -1.79 0.30 -0.037
C 0.6774 4.0179 -2.6034 0.74 -0.95 -0.65 -0.184
C 0.0036 5.3725 -2.2281 0.45 0.10 -0.73 -0.071
C -0.7936 2.1223 1.4660 1.11 -1.58 0.71 -0.473
S 0.6769 1.1765 2.2739 0.32 -0.14 0.19 0.903
P 0.1943 3.7638 1.4390 1.38 2.62 1.26 0.606
N -0.6607 5.0419 1.1691 0.48 -0.98 -0.85 -0.139
O 1.5659 3.5996 0.5082 -1.79 -0.36 1.22 -0.156
O 0.8115 3.9512 2.9939 -0.72 -0.67 -1.66 -0.216
N -1.8778 2.0468 2.4170 -1.08 0.59 -1.20 -0.136
C -2.4122 3.1877 3.1411 -1.42 1.55 2.35 -0.223
C -3.7577 3.8854 2.6636 -0.48 0.23 0.25 -0.292
C -3.6516 5.2991 2.0165 -1.24 -0.39 -1.07 -0.624
Br -2.8066 6.6696 3.1627 -0.25 -0.77 -0.54 0.615
H -0.3576 -0.3717 6.4869 -0.40 -0.39 -0.93 0.089
H 0.5085 -0.2789 4.9263 -0.85 -0.59 0.50 0.057
H -0.6573 -1.6538 5.1471 -0.06 0.87 0.47 0.076
H -1.0808 1.4034 4.7511 -0.48 -0.71 -0.76 0.113
H -2.3992 0.4228 5.4791 0.26 -0.05 -1.35 0.112
H -1.3734 -0.5519 1.2419 -1.04 0.59 -0.07 0.139
H -5.0214 -1.8568 2.1027 -0.22 -0.23 -0.60 0.111
H -1.9080 -2.9077 0.4710 -0.57 -0.23 0.86 0.115
H -3.3943 -3.7144 1.0823 0.44 0.80 0.22 0.112
H -1.4015 -4.2306 2.5646 -0.70 0.87 0.33 0.086
H -2.4959 -3.1473 3.5957 0.41 -0.07 -0.83 0.086
H -1.0178 -2.4965 2.7201 -0.95 -0.66 0.31 0.064
H -1.4416 -1.0806 -0.8734 -0.96 1.04 0.17 0.149
H -1.3694 0.1830 -2.0284 -0.96 0.35 1.25 0.134
H -2.7556 -1.8903 -2.5217 -0.32 1.00 0.72 0.147
H -3.2197 -0.3273 -3.1595 0.23 -0.23 1.28 0.117
H -5.2971 -1.0451 -2.7137 0.90 0.33 0.79 0.138
H -5.1140 -0.5228 -1.0107 0.69 -0.48 -0.37 0.106
H -5.5905 -2.6245 -0.9716 0.59 -0.43 -0.20 0.098
H -3.2601 2.5391 0.3306 -0.34 -1.03 -0.45 0.135
H -4.3834 1.2104 0.5813 1.10 -0.25 -0.76 0.106
H -1.7869 2.3331 -1.9581 0.47 0.24 1.03 0.130
H -1.3570 3.6585 -0.8873 0.76 -1.16 0.17 0.099
H 0.6681 0.5401 -2.4536 0.49 1.10 -0.29 0.096
H 2.6359 0.7975 -4.0255 -0.79 0.71 0.55 0.107
H 3.4274 3.1764 -4.7364 -0.85 -0.30 0.61 0.106
H 2.1382 5.1660 -3.8859 -0.58 -0.98 0.53 0.113
H 0.0490 6.0204 -3.1505 -0.11 -0.62 0.96 0.091
H -1.0789 5.3068 -1.9581 0.99 0.04 0.00 0.073
H 0.6091 5.9299 -1.4554 -0.77 -0.64 -0.59 0.083
H 0.4035 -0.1545 2.3378 -0.44 0.53 -0.39 -0.068
H -0.2534 5.5452 0.3781 -0.45 0.14 0.20 -0.011
H 2.1881 4.3113 0.7635 -0.29 -0.42 -0.06 0.107
H 0.6294 4.8827 3.2395 -0.10 -0.49 -0.24 0.087
H -1.7218 4.0501 3.3693 -0.07 -1.27 -0.84 0.081
H -2.6366 2.8453 4.1962 0.27 0.12 -1.24 0.108
H -4.4198 4.0184 3.5708 0.83 -0.26 -0.81 0.115
H -4.3881 3.2401 1.9830 0.78 0.66 0.57 0.045
H -4.7061 5.6664 1.8562 1.10 -0.30 0.37 0.063
H -3.2131 5.2653 0.9801 0.15 0.29 1.36 0.046
C -0.5287 -8.8839 0.8986 -0.32 -0.03 -0.03 -0.066
C 0.2458 -7.9470 -0.0076 0.18 -0.20 0.55 -0.209
O -0.4160 -7.7655 -1.2675 -0.11 0.25 -0.13 0.040
C -1.5009 -6.9880 -1.2457 0.08 -0.29 -0.11 -0.601
O -1.9583 -6.4256 -0.2811 0.09 0.10 -0.10 0.106
O -2.0100 -6.9517 -2.4830 0.11 0.06 0.19 0.008
C -3.2421 -6.2364 -2.5817 -0.30 0.17 -0.14 -0.039
H -0.7126 -9.8358 0.3962 0.16 0.01 0.03 0.085
H 0.0242 -9.0704 1.8204 0.04 0.00 -0.07 0.082
H -1.5026 -8.4698 1.1630 0.11 0.08 0.02 0.072
H 1.2195 -8.3839 -0.2311 -0.13 0.07 -0.29 0.124
H 0.4265 -6.9811 0.4693 -0.19 0.01 -0.09 0.121
H -3.1450 -5.2237 -2.1886 -0.02 -0.12 0.12 0.082
H -4.0294 -6.7778 -2.0556 0.05 0.13 0.08 0.101
H -3.5064 -6.1756 -3.6361 0.22 -0.16 0.02 0.096
C 6.3571 -1.1786 6.6777 -0.34 -0.04 -0.07 -0.063
C 7.1400 -0.2482 5.7725 0.22 -0.17 0.63 -0.196
O 6.4900 -0.0774 4.5032 -0.12 0.32 -0.14 0.016
C 5.4058 0.6980 4.5086 0.11 -0.12 0.14 -0.585
O 4.9407 1.2657 5.4628 0.00 -0.01 -0.23 0.134
O 4.9020 0.7293 3.2596 0.00 0.50 0.51 -0.043
C 3.6721 1.4467 3.1598 -0.04 0.18 -0.16 -0.080
H 6.1791 -2.1350 6.1808 0.16 0.00 0.03 0.083
H 6.9006 -1.3573 7.6064 0.04 0.00 -0.07 0.084
H 5.3802 -0.7632 6.9290 0.12 0.09 0.03 0.073
H 8.1164 -0.6860 5.5622 -0.13 0.07 -0.31 0.126
H 7.3149 0.7211 6.2433 -0.19 0.01 -0.11 0.127
H 3.7704 2.4590 3.5535 -0.06 -0.13 0.16 0.104
H 2.8848 0.9051 3.6858 0.11 0.14 0.16 0.055
H 3.4068 1.5103 2.1061 0.27 -0.18 0.01 0.065
C 6.1775 -1.4523 1.8864 0.11 -0.82 -0.33 -0.066
C 6.8521 -0.4620 0.9606 -0.53 0.07 0.32 -0.198
O 8.1130 -0.9554 0.4870 0.12 -0.02 -0.26 0.041
C 8.0470 -1.9122 -0.4437 0.08 0.02 0.20 -0.601
O 7.0414 -2.3775 -0.9192 0.15 0.12 -0.01 0.116
O 9.2980 -2.2795 -0.7491 -0.20 0.11 0.03 0.004
C 9.3734 -3.3751 -1.6611 0.14 -0.28 -0.24 -0.044
H 6.8412 -1.7195 2.7087 -0.04 0.15 -0.01 0.081
H 5.2651 -1.0344 2.2919 0.11 -0.10 -0.07 0.059
H 5.9260 -2.3799 1.3677 0.05 0.12 -0.15 0.079
H 7.0661 0.4557 1.5100 0.27 -0.10 -0.10 0.120
H 6.2095 -0.1928 0.1188 0.10 -0.17 -0.07 0.126
H 8.8116 -3.1700 -2.5726 -0.09 -0.03 0.14 0.095
H 9.0076 -4.2840 -1.1814 -0.11 0.07 -0.10 0.099
H 10.4204 -3.5168 -1.9231 -0.01 0.20 0.19 0.094
C -4.4203 2.0613 -5.5529 0.07 -0.36 -0.18 -0.070
C -3.7146 3.0204 -6.4916 -0.53 0.07 0.15 -0.202
O -2.4334 2.5173 -6.8912 0.14 0.00 -0.12 0.034
C -2.4568 1.5197 -7.7835 0.08 -0.03 0.06 -0.601
O -3.4394 1.0284 -8.2762 0.14 0.12 0.07 0.126
O -1.1929 1.1489 -8.0232 -0.18 0.14 0.08 0.002
C -1.0761 0.0156 -8.8848 0.15 -0.30 -0.26 -0.041
H -3.7892 1.8337 -4.6973 0.00 0.17 -0.11 0.042
H -5.3589 2.4904 -5.1979 0.07 0.04 0.03 0.085
H -4.6438 1.1130 -6.0451 -0.06 0.14 -0.12 0.079
H -3.5286 3.9621 -5.9731 0.28 -0.08 -0.11 0.123
H -4.3239 3.2494 -7.3682 0.10 -0.17 -0.03 0.128
H -1.6024 0.1783 -9.8252 -0.09 -0.03 0.14 0.099
H -1.4561 -0.8748 -8.3817 -0.11 0.06 -0.11 0.098
H -0.0189 -0.1301 -9.0993 -0.02 0.21 0.18 0.094
```
Forces are in eV/Å.